[1]
{"formula": "C44H48F3N8Pt", "method": "wB97M-V/def2-TZVPD", "homo_lumo_gap_ev": 4.66, "homo_energy_ev": -9.8, "total_charge": 1, "lumo_ev": -5.161, "elements": ["Pt", "C", "C", "C", "C", "C", "C", "C", "C", "C", "C", "C", "C", "C", "C", "C", "C", "N", "C", "C", "C", "N", "C", "C", "C", "N", "C", "C", "C", "C", "C", "C", "C", "C", "C", "C", "C", "C", "N", "C", "C", "H", "H", "H", "H", "H", "H", "H", "H", "H", "H", "H", "H", "H", "H", "H", "H", "H", "H", "H", "H", "H", "H", "H", "H", "H", "H", "H", "H", "H", "H", "H", "H", "H", "H", "H", "H", "H", "H", "H", "H", "H", "H", "H", "H", "N", "C", "N", "C", "N", "F", "C", "F", "F", "C", "C", "C", "N", "C", "C", "H", "H", "H", "H"], "xyz": [[0.353, 0.465, -0.208], [-0.554, 2.778, 5.489], [0.248, 3.592, 4.461], [-0.066, 3.147, 3.073], [-1.003, 3.686, 2.225], [-1.841, 4.901, 2.452], [-1.142, 6.175, 1.956], [-0.997, 2.871, 1.047], [-1.783, 3.119, -0.085], [-1.775, 2.397, -1.249], [-2.467, 2.773, -2.466], [-3.310, 3.994, -2.632], [-4.763, 3.755, -2.200], [-2.151, 1.835, -3.400], [-1.243, 0.904, -2.764], [-0.590, -0.119, -3.431], [0.360, -0.970, -2.895], [0.812, -0.939, -1.601], [1.763, -1.907, -1.507], [2.483, -2.208, -0.345], [2.471, -1.479, 0.817], [1.762, -0.327, 1.029], [2.041, 0.094, 2.288], [1.493, 1.207, 2.907], [0.496, 2.015, 2.394], [-0.104, 1.860, 1.172], [2.957, -0.830, 2.922], [3.215, -1.812, 2.016], [4.080, -3.020, 2.168], [5.473, -2.805, 1.559], [3.409, -0.738, 4.343], [2.328, -1.253, 5.305], [1.928, -2.576, -2.760], [1.040, -1.994, -3.634], [0.785, -2.326, -5.065], [-0.513, -3.127, -5.256], [2.857, -3.713, -3.028], [2.161, -5.057, -2.766], [-1.065, 1.241, -1.461], [-2.617, 1.733, -4.814], [-3.715, 0.674, -4.981], [-0.383, 3.164, 6.494], [-0.259, 1.728, 5.466], [-1.621, 2.836, 5.274], [1.314, 3.485, 4.667], [-0.009, 4.646, 4.571], [-2.046, 5.003, 3.519], [-2.803, 4.800, 1.947], [-0.241, 6.373, 2.535], [-1.809, 7.031, 2.057], [-0.853, 6.077, 0.909], [-2.408, 3.999, -0.049], [-3.295, 4.288, -3.682], [-2.888, 4.820, -2.056], [-5.248, 3.040, -2.864], [-5.323, 4.688, -2.227], [-4.803, 3.360, -1.184], [-0.796, -0.235, -4.485], [3.129, -3.073, -0.388], [1.873, 1.463, 3.886], [3.601, -3.876, 1.688], [4.186, -3.259, 3.227], [5.404, -2.518, 0.510], [6.057, -3.722, 1.632], [6.004, -2.017, 2.091], [3.652, 0.298, 4.588], [4.313, -1.331, 4.474], [1.419, -0.654, 5.233], [2.687, -1.206, 6.333], [2.078, -2.291, 5.080], [1.618, -2.910, -5.456], [0.728, -1.404, -5.647], [-0.495, -4.040, -4.660], [-0.626, -3.402, -6.303], [-1.385, -2.546, -4.957], [3.740, -3.633, -2.394], [3.191, -3.676, -4.065], [1.816, -5.114, -1.733], [2.846, -5.883, -2.950], [1.297, -5.170, -3.420], [-1.774, 1.484, -5.463], [-3.010, 2.697, -5.138], [-3.350, -0.322, -4.731], [-4.063, 0.663, -6.014], [-4.565, 0.895, -4.336], [2.865, 0.628, -5.376], [2.953, 0.886, -4.252], [3.089, 1.108, -2.975], [2.364, 1.482, -2.049], [1.769, 1.874, -1.087], [-3.854, -5.060, 2.373], [-3.439, -4.121, 3.237], [-2.786, -4.737, 4.229], [-4.536, -3.553, 3.764], [-2.582, -3.089, 2.548], [-3.088, -2.413, 1.448], [-2.285, -1.466, 0.839], [-1.066, -1.159, 1.279], [-0.599, -1.800, 2.345], [-1.311, -2.788, 3.006], [-4.082, -2.622, 1.079], [-2.636, -0.924, -0.032], [0.378, -1.520, 2.711], [-0.876, -3.299, 3.852]], "forces_ev_per_angstrom": [[1.75, 0.97, -0.23], [0.13, 0.12, -0.02], [-0.16, -0.26, 0.13], [-0.52, 0.45, -0.45], [0.44, -0.29, 0.61], [0.15, 0.17, -0.14], [-0.11, -0.08, 0.06], [-0.72, 0.29, -0.97], [0.45, 0.05, 0.76], [-0.04, -0.09, -0.27], [0.25, -0.14, 0.06], [-0.29, -0.18, 0.09], [0.13, 0.11, 0.00], [0.16, 0.01, 0.21], [0.03, -0.24, -0.62], [0.08, 0.06, 0.25], [-0.30, 0.33, -0.12], [-0.32, 0.06, -0.07], [0.69, -0.34, 1.07], [-0.38, 0.10, -0.94], [0.06, 0.03, 0.44], [-0.32, -0.14, -0.27], [0.24, 0.35, 0.43], [-0.12, -0.08, -0.21], [0.40, -0.27, 0.09], [0.08, -0.17, 0.30], [-0.05, 0.15, -0.17], [-0.29, 0.09, -0.19], [0.21, 0.13, -0.15], [-0.09, -0.09, 0.11], [-0.24, -0.08, 0.01], [0.17, 0.07, 0.02], [-0.45, 0.21, -0.66], [0.53, -0.24, 0.45], [-0.28, -0.07, 0.00], [0.15, 0.05, -0.03], [-0.24, -0.20, 0.16], [0.18, 0.09, -0.04], [0.07, -0.01, 0.55], [-0.13, -0.21, 0.06], [0.06, 0.10, -0.07], [-0.01, -0.05, 0.04], [-0.03, -0.03, 0.01], [-0.02, -0.01, 0.01], [0.02, 0.13, -0.01], [0.13, 0.03, -0.04], [-0.10, -0.05, -0.01], [-0.04, -0.05, 0.08], [0.04, -0.01, -0.02], [0.04, 0.05, -0.03], [0.00, 0.03, -0.02], [-0.02, 0.00, -0.03], [0.06, 0.10, 0.03], [0.05, 0.01, -0.06], [-0.03, -0.03, 0.02], [-0.06, -0.02, -0.01], [-0.04, -0.01, 0.02], [-0.09, -0.01, 0.00], [0.05, 0.02, 0.02], [-0.04, -0.05, 0.04], [-0.02, -0.03, 0.08], [-0.07, -0.06, -0.01], [0.03, 0.00, -0.02], [0.06, 0.01, -0.03], [0.02, 0.03, -0.03], [0.12, -0.03, 0.03], [0.07, 0.10, -0.01], [-0.02, -0.02, 0.00], [-0.06, -0.01, 0.04], [-0.02, -0.01, 0.00], [0.06, 0.10, -0.01], [0.15, -0.04, -0.05], [-0.03, -0.02, 0.00], [-0.06, -0.02, 0.00], [-0.03, -0.02, 0.02], [0.08, 0.03, -0.10], [0.07, 0.06, 0.03], [-0.03, -0.04, 0.01], [-0.03, -0.05, 0.01], [-0.03, -0.04, 0.01], [-0.01, 0.12, -0.06], [0.11, 0.03, -0.03], [0.00, -0.01, 0.02], [-0.04, -0.06, 0.00], [-0.02, -0.01, 0.01], [0.06, 0.06, 0.31], [-0.53, 0.00, -1.01], [0.32, 0.13, 1.49], [0.38, -0.91, -1.48], [-2.06, -0.87, 1.68], [0.06, 0.08, -0.01], [-0.19, -0.19, 0.13], [0.03, 0.05, -0.07], [0.08, 0.03, -0.06], [0.11, 0.03, 0.02], [0.11, 0.00, 0.10], [-0.31, 0.06, -0.22], [0.22, 0.53, -0.93], [0.32, -0.01, 0.18], [-0.22, 0.09, -0.15], [0.01, 0.03, -0.07], [0.03, 0.01, -0.01], [0.09, -0.02, -0.12], [-0.02, 0.03, 0.04]]}

[2]
{"formula": "C44H48N11S3V", "method": "wB97M-V/def2-TZVPD", "homo_lumo_gap_ev": [8.19, 7.07], "homo_energy_ev": [-10.1, -10.2], "s2": 3.7625, "multiplicity": 4, "total_charge": 1, "lumo_ev": [-1.902, -3.107], "elements": ["V", "N", "C", "C", "N", "C", "C", "N", "C", "C", "N", "H", "H", "H", "H", "H", "H", "H", "H", "H", "H", "H", "H", "H", "H", "H", "H", "H", "H", "N", "S", "N", "S", "N", "S", "N", "C", "C", "C", "C", "C", "C", "C", "C", "C", "C", "C", "C", "C", "C", "C", "C", "C", "C", "C", "C", "C", "C", "C", "C", "C", "C", "C", "C", "C", "C", "C", "C", "C", "C", "C", "C", "H", "H", "H", "H", "H", "H", "H", "H", "H", "H", "H", "H", "H", "H", "H", "H", "H", "H", "H", "H", "H", "H", "H", "H", "H", "H", "H", "H", "H", "H", "N", "C", "N", "C", "N"], "xyz": [[0.122, 0.330, 2.401], [0.479, -1.692, 3.726], [1.556, -1.402, 4.718], [1.779, 0.087, 4.890], [1.942, 0.754, 3.574], [2.031, 2.241, 3.746], [0.660, 2.895, 3.721], [-0.015, 2.499, 2.446], [3.126, 0.219, 2.806], [2.729, -0.853, 1.788], [1.478, -0.541, 1.066], [-0.424, -1.617, 4.179], [0.560, -2.645, 3.395], [2.471, -1.877, 4.372], [1.333, -1.820, 5.696], [2.657, 0.257, 5.519], [0.919, 0.530, 5.391], [2.608, 2.629, 2.910], [2.561, 2.500, 4.664], [0.777, 3.972, 3.810], [0.038, 2.553, 4.543], [0.454, 2.939, 1.661], [-0.991, 2.773, 2.436], [3.882, -0.177, 3.489], [3.574, 1.043, 2.266], [2.595, -1.827, 2.244], [3.526, -0.943, 1.047], [0.662, -1.409, -0.665], [0.636, 0.796, 0.050], [-1.454, 0.015, 1.151], [-2.314, -0.485, 0.121], [-1.857, -0.227, -1.403], [-0.889, -1.215, -2.093], [0.161, -1.979, -1.341], [2.839, 1.215, -1.922], [1.406, 0.721, 0.726], [2.727, 2.976, -1.880], [3.765, 3.818, -2.281], [3.571, 5.191, -2.306], [2.340, 5.739, -1.955], [1.302, 4.905, -1.569], [1.497, 3.525, -1.525], [4.352, 0.832, -1.099], [4.946, -0.391, -1.407], [6.084, -0.805, -0.723], [6.639, -0.005, 0.268], [6.047, 1.215, 0.572], [4.904, 1.634, -0.100], [-0.270, -0.221, -3.412], [-0.645, 1.102, -3.621], [-0.050, 1.800, -4.667], [0.896, 1.180, -5.475], [1.242, -0.152, -5.262], [0.660, -0.862, -4.227], [-1.813, -2.441, -2.951], [-2.896, -1.988, -3.697], [-3.641, -2.908, -4.411], [-3.291, -4.257, -4.381], [-2.205, -4.688, -3.630], [-1.448, -3.776, -2.901], [-3.935, 0.232, 0.084], [-4.783, -0.133, 1.127], [-6.030, 0.464, 1.224], [-6.413, 1.421, 0.289], [-5.556, 1.785, -0.741], [-4.304, 1.189, -0.855], [-2.682, -2.213, 0.271], [-3.685, -2.820, -0.486], [-3.840, -4.194, -0.406], [-2.999, -4.943, 0.413], [-2.011, -4.325, 1.166], [-1.845, -2.947, 1.096], [4.719, 3.395, -2.575], [4.382, 5.839, -2.618], [2.192, 6.812, -1.988], [0.338, 5.323, -1.301], [0.683, 2.868, -1.229], [4.512, -1.017, -2.178], [6.547, -1.751, -0.980], [7.527, -0.328, 0.797], [6.477, 1.848, 1.340], [4.445, 2.584, 0.146], [-1.372, 1.571, -2.973], [-0.325, 2.831, -4.847], [1.369, 1.737, -6.276], [1.972, -0.634, -5.900], [0.935, -1.896, -4.039], [-3.156, -0.934, -3.708], [-4.492, -2.575, -4.994], [-3.867, -4.973, -4.956], [-1.942, -5.739, -3.608], [-0.602, -4.082, -2.299], [-4.483, -0.874, 1.861], [-6.687, 0.184, 2.039], [-7.388, 1.886, 0.367], [-5.859, 2.538, -1.460], [-3.633, 1.456, -1.657], [-4.338, -2.226, -1.114], [-4.612, -4.684, -0.989], [-3.120, -6.019, 0.466], [-1.367, -4.919, 1.806], [-1.072, -2.432, 1.654], [-1.221, 0.486, 3.872], [-2.155, 0.194, 4.523], [-3.070, -0.090, 5.340], [-4.270, -0.572, 5.013], [-5.318, -1.010, 4.794]], "forces_ev_per_angstrom": [[-0.02, -0.24, 0.38], [0.19, 0.51, 0.10], [-0.22, -0.15, -0.20], [-0.08, 0.12, -0.40], [0.32, 0.22, -0.03], [-0.12, -0.39, -0.14], [-0.09, -0.30, -0.44], [0.31, 0.05, 0.42], [-0.41, 0.12, 0.23], [-0.28, 0.31, 0.04], [0.65, 0.18, -0.51], [-0.07, -0.07, 0.09], [0.09, -0.02, -0.11], [0.04, -0.05, -0.04], [-0.06, -0.16, 0.12], [0.10, -0.03, 0.03], [-0.02, 0.07, -0.04], [0.06, 0.03, -0.06], [0.05, -0.01, 0.09], [-0.01, 0.17, -0.03], [-0.08, -0.05, 0.05], [-0.02, 0.03, -0.07], [-0.04, 0.04, 0.05], [0.01, 0.01, 0.03], [0.01, 0.11, -0.03], [-0.04, -0.11, 0.01], [0.07, 0.02, -0.05], [0.24, 0.00, 0.20], [-0.13, -0.04, 0.05], [0.83, 0.45, 0.88], [-0.85, -0.07, -0.30], [-0.52, 0.44, -0.16], [0.30, -0.25, -0.37], [0.12, -0.34, 0.09], [-0.02, -0.14, -0.48], [0.48, -0.38, 0.07], [-0.12, 0.22, 0.06], [-0.04, -0.02, 0.02], [-0.05, -0.01, 0.03], [0.08, -0.03, -0.01], [0.02, -0.15, -0.01], [-0.04, 0.13, 0.04], [0.06, 0.02, 0.28], [0.09, -0.01, 0.05], [-0.09, 0.03, -0.03], [-0.05, -0.01, 0.00], [-0.07, 0.00, -0.06], [0.07, -0.06, 0.00], [0.15, 0.15, -0.30], [0.20, -0.21, -0.07], [0.04, -0.02, 0.04], [-0.03, -0.05, 0.03], [0.02, 0.06, -0.03], [0.00, 0.16, -0.01], [-0.03, -0.08, -0.24], [-0.02, -0.05, 0.00], [-0.04, -0.12, -0.03], [0.01, 0.04, 0.02], [0.01, 0.03, 0.03], [-0.09, 0.02, -0.10], [-0.21, 0.12, 0.02], [0.02, 0.12, -0.05], [0.03, 0.03, -0.01], [-0.03, -0.02, 0.04], [0.05, 0.00, -0.01], [-0.11, -0.13, 0.18], [-0.01, -0.42, -0.24], [0.10, 0.02, 0.25], [0.00, -0.02, 0.03], [-0.04, 0.00, -0.03], [0.01, 0.07, 0.01], [-0.15, -0.16, -0.07], [-0.03, 0.01, 0.01], [-0.03, -0.03, 0.02], [0.02, -0.07, 0.00], [0.04, -0.03, -0.02], [0.07, 0.05, -0.02], [0.05, 0.04, 0.00], [-0.05, 0.04, 0.02], [-0.04, 0.03, -0.05], [-0.01, -0.01, -0.03], [0.01, -0.03, -0.01], [-0.01, -0.02, 0.01], [0.03, -0.02, 0.02], [-0.06, -0.04, 0.04], [-0.03, 0.04, 0.03], [-0.04, 0.10, 0.01], [0.05, -0.10, 0.01], [0.05, -0.04, 0.02], [0.02, 0.04, 0.06], [-0.02, 0.06, -0.01], [-0.05, 0.04, -0.04], [0.00, 0.04, -0.01], [0.02, 0.02, -0.05], [0.06, -0.02, -0.01], [0.02, -0.07, 0.04], [0.03, -0.01, -0.01], [0.04, 0.00, 0.00], [0.03, 0.03, 0.05], [-0.01, 0.06, 0.00], [-0.04, 0.03, -0.04], [-0.04, -0.02, -0.08], [-0.50, 0.10, 0.75], [-0.11, 0.07, -0.08], [-0.54, -0.19, 0.22], [0.42, 0.11, -0.12], [0.14, 0.11, -0.04]]}

It is found that the relative energy (zero: lowest compared OMol25 entry of this formula, charge and spin) values, taken in the order of the records, are 17.83; 0.00 kcal per mole.
It is found that the maximum force values, taken in the order of the records, are 2.80; 1.29 eV/A.